C30H63NO4 | ωB97M-V/def2-TZVPD

Output
HOMO-LUMO gap ... 8.55 eV
DFT total energy ... -1536.4721 hartree
Lowest unoccupied orbital energy ... 0.0173 hartree
HOMO level ... -8.08 eV
Largest force on an atom ... 4.0 eV/Å
SMILES ... CCCCCCCCCCC[C@H](CCCCOC)OC(=O)CCCCCOC.CCN(CC)CC

```
98
Properties=species:S:1:pos:R:3:forces:R:3:lowdin_charge:R:1
C -4.42533 8.25998 6.35158 1.07 -0.58 -0.40 -0.099
C -3.89737 6.92819 5.74906 -0.84 -0.04 -0.10 -0.249
C -4.74147 5.68216 6.16571 0.84 0.84 -0.76 -0.214
C -4.78292 4.66993 5.01623 0.20 -0.78 0.78 -0.220
C -3.37460 4.08608 4.71002 -0.47 0.63 -0.64 -0.184
C -2.69648 4.77088 3.48470 0.41 -0.57 0.52 -0.205
C -2.29441 3.77519 2.35948 -0.65 1.60 -0.24 -0.203
C -3.17304 4.04223 1.10764 1.13 -1.71 0.14 -0.191
C -2.91782 2.89314 0.06648 0.08 1.39 0.38 -0.188
C -2.35378 3.49492 -1.23213 -1.16 -1.07 -0.48 -0.206
C -1.75693 2.43879 -2.17248 0.71 0.34 -0.06 -0.144
C -0.42431 1.83801 -1.67022 -1.35 1.65 -0.52 -0.303
C 0.60464 2.99088 -1.52448 0.65 -0.83 0.41 -0.111
C 2.04219 2.67755 -2.00485 0.54 1.03 0.69 -0.150
C 3.12895 2.93416 -0.91109 0.25 -0.92 -0.41 -0.147
C 4.09587 1.72883 -0.77652 -0.07 -0.15 0.09 -0.219
O 4.44383 1.44914 0.57965 -0.07 -0.20 -0.41 -0.185
C 3.37780 0.81136 1.25795 -0.29 0.42 0.49 -0.115
O -0.05227 0.83913 -2.63578 -0.04 0.17 0.76 0.018
C 0.41399 -0.28204 -2.01999 -2.52 0.04 1.22 -0.501
O 1.51285 -0.62908 -2.16081 3.73 -0.99 -0.92 0.162
C -0.53564 -1.13635 -1.17666 -1.14 0.25 -1.13 -0.091
C -0.28633 -2.64088 -1.41827 -0.09 0.04 0.56 -0.165
C 0.57872 -3.36551 -0.34595 0.01 0.45 -1.23 -0.172
C 1.59809 -2.48902 0.37444 0.58 -1.13 1.08 -0.184
C 2.16847 -3.30892 1.55664 -1.07 0.46 0.17 -0.201
O 1.11605 -3.57220 2.50019 0.41 -0.03 0.04 -0.200
C 0.91869 -2.50524 3.38799 -0.18 0.44 0.14 -0.129
H -3.76473 8.58338 7.15803 -0.36 0.03 0.22 0.064
H -5.44939 8.12602 6.69170 0.00 0.30 0.07 0.060
H -4.35874 9.02759 5.57919 -0.28 0.12 0.16 0.064
H -2.83454 6.78088 5.95284 -0.06 0.02 0.06 0.102
H -3.99151 6.99328 4.66199 0.09 0.11 0.02 0.086
H -4.26526 5.22637 7.03711 -0.36 -0.10 0.12 0.108
H -5.73394 6.05856 6.41890 -0.08 -0.35 0.10 0.096
H -5.21408 5.09511 4.10662 -0.02 0.13 0.10 0.104
H -5.43803 3.84382 5.31769 -0.01 0.07 -0.07 0.101
H -3.47155 3.02413 4.47719 0.04 -0.01 0.19 0.094
H -2.75987 4.19797 5.60599 0.05 -0.20 -0.07 0.104
H -1.81052 5.32636 3.80655 -0.07 -0.05 0.06 0.102
H -3.37934 5.52330 3.08833 0.04 -0.06 -0.15 0.084
H -1.26398 4.00338 2.06913 0.05 -0.47 0.03 0.106
H -2.38817 2.73547 2.67397 0.10 0.04 0.07 0.099
H -2.81764 4.96868 0.65696 -0.51 0.25 0.16 0.103
H -4.21950 4.08100 1.41153 0.00 0.24 -0.18 0.107
H -3.86701 2.37939 -0.09403 0.21 -0.22 -0.32 0.111
H -2.20013 2.18534 0.48989 -0.14 -0.05 0.04 0.089
H -1.67018 4.32690 -1.06035 0.15 -0.19 0.22 0.101
H -3.21131 3.92529 -1.76449 0.15 0.17 0.03 0.117
H -2.44638 1.62391 -2.40928 -0.14 0.12 0.23 0.120
H -1.52451 2.94411 -3.11794 -0.01 -0.22 -0.05 0.122
H -0.61209 1.43207 -0.67277 0.26 -0.55 -0.22 0.127
H 0.67107 3.21228 -0.45295 -0.15 0.06 -0.08 0.107
H 0.23963 3.91046 -1.98107 -0.06 -0.17 -0.25 0.107
H 2.19146 1.66019 -2.35512 -0.40 0.09 -0.25 0.082
H 2.27292 3.38439 -2.80323 -0.08 -0.40 -0.33 0.108
H 3.75319 3.78319 -1.18895 -0.24 0.25 0.26 0.104
H 2.69433 3.10582 0.07616 -0.04 0.14 -0.11 0.099
H 5.01122 1.92116 -1.34020 0.12 -0.01 0.29 0.121
H 3.67344 0.80595 -1.19536 -0.17 0.20 -0.11 0.103
H 3.68028 -0.14073 1.70545 0.23 0.11 -0.10 0.081
H 3.02896 1.47915 2.05699 0.01 -0.21 0.03 0.089
H 2.50933 0.60791 0.61979 0.18 0.03 -0.16 0.075
H -1.54491 -0.91741 -1.55067 0.06 0.09 0.22 0.120
H -0.53904 -0.85204 -0.12465 0.21 0.00 -0.02 0.113
H 0.10587 -2.76639 -2.42718 0.20 0.00 0.08 0.109
H -1.26855 -3.12069 -1.42274 0.06 -0.02 -0.03 0.105
H -0.10643 -3.88352 0.32403 0.25 0.21 0.37 0.112
H 1.15162 -4.14333 -0.86490 -0.11 -0.07 0.10 0.102
H 1.17844 -1.58816 0.82270 -0.05 0.11 -0.28 0.082
H 2.44802 -2.22270 -0.25502 -0.26 0.20 -0.25 0.116
H 2.94681 -2.75237 2.09191 0.24 -0.20 -0.25 0.107
H 2.50902 -4.29235 1.23118 0.22 0.12 -0.03 0.122
H 1.84942 -2.18638 3.87956 -0.01 -0.21 0.00 0.087
H 0.20208 -2.81567 4.14753 0.07 -0.10 -0.02 0.088
H 0.50571 -1.60449 2.90629 0.00 -0.15 -0.10 0.080
C -0.02269 -7.54945 -4.60831 0.00 0.00 -0.07 -0.091
C 1.01431 -6.65145 -3.94890 -0.12 -0.02 -0.12 -0.277
N 2.27918 -7.31878 -3.70400 0.17 -0.07 0.22 -0.199
C 3.15712 -6.58123 -2.81113 -0.01 0.11 0.22 -0.251
C 3.67332 -5.21625 -3.27765 0.14 0.04 0.06 -0.085
C 2.91662 -7.91735 -4.86467 -0.13 -0.17 -0.25 -0.248
C 3.23089 -7.00974 -6.05981 0.13 -0.05 -0.07 -0.084
H -0.16006 -8.47081 -4.04011 0.06 0.00 -0.01 0.080
H -0.98368 -7.03412 -4.65185 0.03 0.02 -0.01 0.072
H 0.25312 -7.81013 -5.63146 -0.01 -0.02 0.02 0.064
H 0.60476 -6.32922 -2.98671 0.19 0.03 0.06 0.113
H 1.13514 -5.74126 -4.55659 -0.07 0.04 0.00 0.101
H 4.01143 -7.21269 -2.55109 -0.03 -0.08 -0.13 0.111
H 2.61965 -6.43344 -1.86759 -0.11 -0.02 -0.07 0.102
H 4.44134 -5.31185 -4.04432 -0.06 0.03 -0.06 0.055
H 4.13169 -4.69155 -2.43573 -0.02 -0.01 0.00 0.068
H 2.87447 -4.57933 -3.65991 0.00 -0.02 -0.01 0.064
H 2.27779 -8.73132 -5.21917 -0.07 0.06 0.04 0.101
H 3.83620 -8.41452 -4.54502 -0.01 0.12 0.16 0.114
H 2.38988 -6.36801 -6.32671 -0.01 0.00 0.04 0.066
H 3.45914 -7.62424 -6.93376 -0.02 -0.01 0.02 0.071
H 4.10143 -6.38113 -5.87832 -0.07 0.08 0.01 0.054
```
Positions in Å, forces in eV/Å.


C30H64Br10O9Zr | ωB97M-V/def2-TZVPD

Output
HOMO-LUMO gap ... 9.72 eV
DFT total energy ... -27645.9218 hartree
Lowest unoccupied orbital energy ... 0.0111 hartree
Energy above the lowest of the compared OMol25 structures with the same formula, charge and spin ... 0.0 kcal/mol
HOMO level ... -9.41 eV
Largest force on an atom ... 3.3 eV/Å

```
114
Properties=species:S:1:pos:R:3:forces:R:3:lowdin_charge:R:1
Zr 2.32612 -19.26123 16.62054 -0.21 1.08 -0.55 1.839
O 1.96707 -18.32915 14.79874 -0.13 -1.47 0.89 -0.398
H 2.22174 -17.44405 14.60750 0.42 1.04 -0.27 -0.093
O 1.16959 -17.77953 17.59422 -0.29 -1.23 -0.19 -0.399
H 1.49609 -16.91052 17.75486 0.52 0.77 0.18 -0.067
O 2.68172 -21.16739 16.10080 0.26 -0.74 0.33 -0.425
H 3.17075 -21.96569 16.39082 -0.66 1.00 -0.37 0.034
O 3.81773 -19.04959 17.95495 0.03 -0.16 0.32 -0.413
H 3.89152 -19.26675 18.89682 -0.16 0.18 -0.61 0.014
C 6.71551 -19.79920 14.40658 0.09 0.48 0.99 -0.140
C 6.09978 -18.71120 13.48647 -1.74 -2.05 0.82 -0.135
C 5.13040 -18.05277 14.47561 0.42 0.80 -0.56 -0.218
O 4.56105 -19.11043 15.22464 0.34 -1.13 0.38 -0.258
C 5.54725 -20.17622 15.37406 0.22 0.15 -1.59 -0.165
H 7.52369 -19.35451 15.01615 -0.07 -0.26 -0.47 0.112
H 7.05352 -20.72627 13.92352 0.16 0.54 -0.08 0.108
H 5.43067 -19.24118 12.76345 0.67 0.49 0.16 0.094
H 6.77783 -18.07840 12.96423 0.50 0.50 -0.16 0.042
H 4.31484 -17.54624 13.98421 -0.36 0.07 -0.31 0.085
H 5.58843 -17.27527 15.10546 0.20 -0.52 0.07 0.115
H 5.20057 -21.15720 14.96957 -0.61 0.80 0.73 0.114
H 5.80884 -20.24093 16.42212 0.13 -0.13 0.15 0.109
C 0.24412 -22.25680 19.87447 2.07 1.18 -0.05 -0.115
C -0.07631 -20.91331 20.55868 1.46 0.19 -0.08 -0.143
C 1.05937 -19.99285 19.94479 -1.34 0.47 0.53 -0.170
O 1.24366 -20.47312 18.62593 0.18 2.20 -0.17 -0.284
C 1.08419 -21.83443 18.58760 -0.37 -1.47 1.94 -0.200
H -0.65746 -22.72838 19.62194 -1.01 -1.09 -0.34 0.080
H 0.88435 -22.85958 20.55379 -0.60 0.07 -0.62 0.117
H 0.12374 -21.00129 21.63738 -0.46 0.19 -0.29 0.110
H -1.12216 -20.65442 20.37057 0.38 0.53 -0.02 0.080
H 1.95804 -20.14056 20.55380 0.14 -0.06 -0.11 0.122
H 0.86016 -18.90592 19.85176 -0.07 -0.69 0.16 0.102
H 2.07901 -22.24044 18.65236 0.33 -0.85 -0.24 0.116
H 0.59801 -22.05177 17.67609 -0.34 -0.67 -1.05 0.098
C -0.48002 -11.61165 14.93474 -0.84 -0.46 0.24 -0.207
C 0.41887 -12.04917 13.84268 -0.24 0.28 -2.13 -0.228
C 1.23955 -10.76779 13.64522 0.02 -0.47 -0.94 -0.233
O 1.49252 -10.26582 14.93598 -0.92 -0.37 1.01 -0.120
C 0.52858 -10.90929 15.81075 -0.26 0.64 1.38 -0.204
H -0.90738 -12.51291 15.39113 -0.22 0.46 0.29 0.080
H -1.29200 -10.97173 14.52155 0.53 -0.19 0.60 0.132
H -0.14766 -12.29317 12.91650 0.48 -0.05 0.47 0.127
H 0.97045 -12.92816 14.15739 0.48 0.08 -0.11 0.048
H 0.64100 -10.04261 13.03295 0.49 -0.41 0.42 0.132
H 2.20059 -10.95466 13.16552 -0.04 0.20 -0.15 0.048
H 0.03108 -10.20106 16.48948 0.34 0.34 -0.39 0.119
H 1.02485 -11.61071 16.51213 0.11 0.07 -0.63 0.093
C 4.16277 -15.58276 18.67477 -2.16 -0.65 -2.42 -0.160
C 3.31602 -14.46392 18.00981 -0.35 -0.52 -0.57 -0.137
C 3.10788 -15.05978 16.54282 0.53 0.61 2.00 -0.194
O 4.02342 -16.12929 16.37743 0.50 -0.06 0.59 -0.197
C 4.95625 -16.10514 17.47717 0.69 -0.31 0.18 -0.199
H 3.45155 -16.37143 18.97315 0.36 0.07 0.09 0.104
H 4.72668 -15.29496 19.48875 1.32 0.70 1.67 0.082
H 3.82106 -13.45493 17.96727 -0.64 -1.10 0.21 0.124
H 2.28901 -14.42483 18.43519 0.90 0.57 0.10 0.049
H 3.32041 -14.22327 15.88899 -0.37 -0.18 -0.85 0.104
H 2.11926 -15.50820 16.49554 -0.28 0.44 -0.64 0.087
H 5.75244 -15.32381 17.25565 -0.40 -1.18 0.10 0.137
H 5.33161 -17.17591 17.64619 -0.31 1.70 -0.48 0.128
C -1.59032 -21.22512 15.13106 -0.31 2.14 1.77 -0.096
C -1.99737 -20.72116 16.58856 1.23 -2.17 0.46 -0.114
C -1.07433 -19.58803 16.93862 0.62 1.28 0.30 -0.205
O 0.08341 -19.79887 16.07218 -0.76 0.31 2.03 -0.295
C -0.36055 -20.38156 14.87467 1.44 0.14 -1.42 -0.238
H -2.35997 -20.90761 14.45508 -0.42 -0.41 -0.59 0.086
H -1.35559 -22.26010 15.12033 -0.16 -0.91 -0.13 0.099
H -1.71285 -21.54295 17.34056 -0.63 0.87 -1.13 0.123
H -3.02131 -20.48891 16.77921 -0.80 0.12 -0.30 0.101
H -0.75562 -19.75521 17.97231 0.14 0.62 -0.39 0.077
H -1.43080 -18.50696 16.84707 0.24 -1.64 -0.20 0.084
H 0.53540 -20.93288 14.56701 -0.42 -0.29 -0.41 0.087
H -0.52254 -19.57569 14.13552 -0.17 -0.30 0.25 0.071
Br 3.83147 -13.06896 12.50551 0.35 0.17 -0.14 0.647
C 5.26947 -14.42668 12.53770 -1.15 -0.04 0.54 -0.642
C 5.83450 -14.54436 11.16846 0.57 -1.12 0.03 -0.652
Br 7.34564 -15.84696 11.14372 -0.56 0.16 0.08 0.614
H 4.67273 -15.31924 12.80765 0.89 0.32 0.17 0.033
H 5.94877 -14.05192 13.31054 -0.09 -0.54 -0.30 0.066
H 6.33580 -13.69323 10.81691 0.34 1.38 -0.27 0.024
H 5.10586 -14.85967 10.43942 -0.14 -0.27 -0.10 0.059
Br 1.52199 -15.44212 12.90404 -0.75 -0.25 0.17 0.675
C -0.15819 -16.44707 13.06449 -0.65 -0.06 0.27 -0.640
C -0.80108 -16.27626 14.41542 -0.56 0.00 0.88 -0.587
Br -2.61745 -17.18684 14.49552 0.94 0.18 -0.31 0.595
H 0.09408 -17.49578 13.01654 0.25 -0.21 -0.54 0.013
H -0.85163 -16.13531 12.28149 0.44 -0.04 -0.12 0.062
H -1.10972 -15.28326 14.73620 0.44 0.12 -0.33 0.034
H -0.19742 -16.75994 15.18546 -0.12 -0.02 0.05 0.036
Br -1.31381 -24.15745 9.93098 0.02 -0.36 -0.68 0.658
C -1.99611 -22.53104 10.66969 0.58 0.36 0.93 -0.740
C -1.28341 -21.30571 10.13950 -1.89 0.22 0.04 -0.615
Br -1.72892 -19.76291 11.30424 0.01 -0.37 -0.36 0.646
H -1.79528 -22.69767 11.71812 0.32 0.47 0.31 0.031
H -3.04546 -22.46816 10.63233 -1.33 -0.13 -0.69 0.043
H -1.54843 -21.01562 9.10430 0.32 -0.31 0.71 0.080
H -0.27772 -21.49441 10.31373 1.96 0.14 -0.22 -0.011
Br -0.49792 -13.72366 18.20047 0.07 -0.20 0.37 0.685
C -0.63489 -15.32915 19.36262 1.15 0.25 -0.50 -0.645
C -1.61633 -16.19733 18.67093 -0.44 -0.65 -0.55 -0.655
Br -2.14661 -17.68662 19.95209 0.22 1.05 -1.09 0.622
H -0.93778 -15.02753 20.34688 -0.06 0.34 0.30 0.047
H 0.38736 -15.77054 19.36130 -0.85 0.27 0.19 0.056
H -1.13716 -16.60797 17.78438 0.09 -0.69 0.28 0.017
H -2.46587 -15.63790 18.25235 -0.21 -0.43 0.96 0.057
Br 2.80219 -18.61368 11.03445 -0.19 0.00 0.39 0.657
C 2.01461 -20.20850 11.82191 0.89 -1.32 -0.36 -0.699
C 3.07558 -21.00948 12.60542 -0.79 0.01 -2.45 -0.656
Br 2.35089 -22.80299 12.89670 0.07 0.19 0.11 0.645
H 1.64292 -20.77383 10.95232 0.23 0.19 0.53 0.030
H 1.24111 -20.02937 12.51560 -1.10 0.99 0.39 -0.004
H 3.28618 -20.55068 13.53910 0.43 0.25 0.80 0.009
H 3.88483 -21.12209 11.88372 0.46 -0.19 0.74 0.047
```
Positions in Å, forces in eV/Å.